[1]
11
Properties=species:S:1:pos:R:3:nbo_charge:R:1 method="wB97M-V/def2-TZVPD" lumo_ev="0.128 / 0.104" de_lowest_kcal_mol=152.9 molar_mass_g_mol=79.102
C -1.55080 0.45633 0.20740 -0.35
C 1.61872 0.55794 0.25979 -0.22
C -1.04893 -0.87747 0.22626 0.07
C 1.24186 -0.63343 -0.10869 -0.12
C -0.50875 0.81169 -0.58526 0.02
N -0.06386 -0.56582 -0.66526 -0.42
H -2.42585 0.80340 0.59092 0.21
H 2.50510 1.14453 0.33917 0.20
H -1.14780 -1.76034 0.86837 0.21
H 1.76105 -1.52683 0.08205 0.20
H -0.38075 1.59001 -1.21476 0.20


[2]
17
Properties=species:S:1:pos:R:3:nbo_charge:R:1 method="wB97M-V/def2-TZVPD" lumo_ev=-1.179 de_lowest_kcal_mol=54.4 molar_mass_g_mol=153.058
C -0.33320 0.75680 -1.31366 -1.19
C 1.84626 -0.88432 -0.12969 -1.02
C -1.85419 -1.11551 0.47934 -1.02
N 0.66837 0.85551 1.63674 -1.35
O 2.05188 1.85822 -0.48669 -1.07
O -2.47528 1.58569 0.26439 -0.95
P 1.24284 0.82315 0.17942 2.08
P -1.69563 0.50875 -0.30872 2.00
H -0.31196 1.73656 -1.77544 0.30
H -0.05088 -0.05091 -1.97075 0.28
H 1.10275 -1.57467 -0.50863 0.22
H 2.66677 -0.79793 -0.83597 0.25
H 2.21961 -1.24461 0.82513 0.26
H -2.72777 -1.64077 0.09852 0.27
H -0.95838 -1.69971 0.30820 0.26
H -1.98217 -0.91335 1.54058 0.30
H 0.59096 1.79707 1.99725 0.39


[3]
82
Properties=species:S:1:pos:R:3:mulliken_spin:R:1 method="wB97M-V/def2-TZVPD" spin_multiplicity=5 total_charge=+2 lumo_ev="-5.176 / -6.651" de_lowest_kcal_mol=0.0 molar_mass_g_mol=799.460
Rh 1.55511 0.51814 0.10704 2.61
C 7.03281 0.85179 0.47893 0.00
N 6.04003 0.61276 1.52029 0.01
C 6.37892 0.45546 2.84131 0.00
C 5.26308 0.23617 3.55391 0.00
N 4.19515 0.26959 2.63226 0.01
C 4.70682 0.54498 1.38530 0.00
S 3.99176 0.76188 -0.15701 0.19
C 2.87111 0.27976 3.08910 -0.01
C 2.63760 -0.08962 4.41759 0.00
C 1.38515 0.15390 4.96632 0.00
C 0.36917 0.68743 4.18410 0.01
C 0.65434 0.92731 2.87759 0.03
N 1.85576 0.71381 2.31783 0.07
H 7.99714 0.95980 0.95729 0.00
H 6.75383 1.77493 -0.03227 0.00
H 7.03888 0.00944 -0.22680 0.00
H 7.38418 0.45689 3.20813 0.00
H 5.10651 0.11319 4.62850 0.00
H 3.40272 -0.52352 5.05067 0.00
H 1.19283 -0.09262 5.99011 0.00
H -0.62965 0.84719 4.55082 0.00
H -0.09260 1.35259 2.20329 0.00
C 1.20046 3.80482 -0.54722 0.04
C -0.17566 3.11136 -0.73370 -0.05
C -1.25006 3.77487 0.21459 0.02
C -0.52646 3.36504 -2.24203 0.02
O -0.10352 1.71065 -0.45998 0.08
H 1.05180 4.87344 -0.73342 0.00
H 1.92294 3.38918 -1.27334 0.00
H 1.61095 3.69678 0.47030 0.00
H -1.50090 4.77195 -0.07109 0.00
H -0.88571 3.84366 1.22580 0.00
H -2.18989 3.20383 0.17861 0.00
H -0.53814 4.44003 -2.43509 0.00
H -1.49616 2.96906 -2.47862 -0.01
H 0.21464 2.87982 -2.90761 0.01
C -6.43504 1.69778 -0.93343 0.00
C -5.54654 2.69522 -1.28945 0.00
C -4.21261 2.36795 -1.55527 0.00
C -3.78877 1.04236 -1.38248 0.09
C -4.71981 0.05968 -1.02833 0.00
C -6.02212 0.38818 -0.80260 0.01
Sb -1.86976 0.28138 -1.65647 0.61
C -1.80964 -0.84099 0.08519 0.12
C -1.96741 -0.10108 1.26766 0.01
C -2.05958 -0.76613 2.49016 0.00
C -2.04897 -2.15583 2.47864 0.02
C -1.98455 -2.88375 1.32493 -0.01
C -1.80208 -2.24179 0.10518 -0.04
C -1.94250 -1.13031 -3.16192 0.06
C -2.97198 -1.00019 -4.11190 0.02
C -3.06961 -1.94636 -5.15093 -0.01
C -2.19208 -3.00583 -5.18993 0.03
C -1.12871 -3.09366 -4.29370 0.00
C -0.97140 -2.13486 -3.32290 -0.03
H -7.46485 1.96381 -0.77284 0.00
H -5.89119 3.68742 -1.46983 0.00
H -3.54161 3.15174 -1.84930 0.00
H -4.46113 -1.01598 -0.89769 -0.01
H -6.74803 -0.38674 -0.56663 0.00
H -2.03594 0.99300 1.21213 -0.01
H -2.21408 -0.20216 3.40075 0.00
H -2.16867 -2.67373 3.42800 0.00
H -2.11411 -3.95456 1.38055 0.00
H -1.72731 -2.82163 -0.79549 0.00
H -3.70727 -0.23273 -3.99804 0.00
H -3.84806 -1.88864 -5.89684 0.00
H -2.28306 -3.74116 -5.96448 0.00
H -0.51376 -3.96999 -4.36602 0.00
H -0.12125 -2.19067 -2.63322 0.02
C 2.12188 -4.37049 -0.30751 0.01
C 2.46997 -3.57349 -1.36562 0.01
C 2.24082 -2.20181 -1.23802 0.01
N 1.69562 -1.64607 -0.14287 0.02
C 1.26784 -2.47201 0.83316 0.02
C 1.47708 -3.84651 0.79577 0.00
H 2.35967 -5.43299 -0.36760 0.00
H 2.91175 -3.99779 -2.23963 0.00
H 2.55785 -1.52335 -2.01593 0.01
H 0.71317 -2.04120 1.64583 0.00
H 1.14289 -4.49977 1.56744 0.00


[4]
102
Properties=species:S:1:pos:R:3:lowdin_charge:R:1 method="wB97M-V/def2-TZVPD" lumo_ev=-0.373 molar_mass_g_mol=613.689
C -16.30716 30.71208 14.00267 -0.05
C -15.14438 31.07652 13.07633 -0.40
C -14.24360 29.88626 12.78517 -0.21
O -14.87582 28.69343 12.34346 -0.18
C -13.96573 27.61461 12.38192 -0.12
N -15.62402 31.74180 11.84244 0.08
H -17.01968 31.52947 14.11741 0.07
H -15.94780 30.46882 15.00670 0.07
H -16.87153 29.84833 13.65036 0.08
H -14.48869 31.84001 13.50538 0.12
H -13.74095 29.57898 13.71346 0.12
H -13.42062 30.26072 12.15795 0.13
H -13.34029 27.58212 13.27578 0.09
H -13.39196 27.50158 11.45662 0.09
H -14.53594 26.68219 12.40926 0.09
H -15.31453 31.06711 11.14842 0.04
H -14.98629 32.51383 11.68479 0.02
O -18.83688 31.21694 8.25701 -0.05
H -18.34328 31.93377 7.83310 0.01
H -19.66723 31.16970 7.77011 0.07
O -16.44406 27.49819 10.28958 -0.06
H -16.69533 27.97128 9.49248 0.01
H -15.51247 27.69421 10.40454 -0.01
O -16.66803 34.14619 5.21417 -0.05
H -17.53946 34.09073 4.80860 0.06
H -16.04135 34.24997 4.47043 0.00
O -18.58344 31.14496 11.01825 -0.08
H -17.64014 31.13347 11.21904 -0.02
H -18.61350 31.40252 10.08607 -0.03
O -13.18717 34.98611 7.65410 -0.04
H -12.36149 35.48304 7.60268 0.06
H -13.85379 35.58684 7.30101 0.06
C -13.69647 34.54205 3.77538 -0.19
C -13.52064 33.46144 4.86951 -0.24
O -13.45868 32.18211 4.29056 -0.07
O -14.96206 34.37091 3.11475 -0.08
H -12.87112 34.51660 3.06451 0.13
H -13.64670 35.51694 4.27219 0.12
H -14.23859 33.67283 5.66115 0.09
H -12.55123 33.68591 5.32064 0.10
H -14.35931 31.83189 4.41975 0.05
H -14.81512 34.53973 2.18173 0.11
C -19.04603 35.25594 8.83538 -0.24
C -19.59825 34.23856 9.79905 -0.26
O -20.22457 34.73462 10.96726 -0.04
O -18.08768 36.09006 9.47627 -0.07
H -19.85680 35.92688 8.52867 0.12
H -18.58340 34.71693 8.00357 0.10
H -18.75713 33.66694 10.20270 0.11
H -20.23286 33.56025 9.22408 0.12
H -19.75562 34.45056 11.75138 0.08
H -17.52249 36.54772 8.85209 0.07
C -11.02988 34.10641 9.96834 -0.22
C -9.73102 33.48931 10.52282 -0.24
O -8.84389 33.25173 9.46345 -0.07
O -11.69878 33.16351 9.14250 -0.09
H -10.70310 34.97952 9.39051 0.12
H -11.74426 34.40033 10.74260 0.10
H -10.06350 32.57997 11.03530 0.12
H -9.20169 34.17556 11.17996 0.12
H -9.29908 32.76594 8.74714 0.05
H -12.55161 33.51654 8.87651 0.05
C -16.21300 29.84299 5.20802 -0.18
C -15.05561 28.94233 4.85993 -0.18
O -13.82233 29.41748 5.36611 -0.07
O -16.02623 31.15100 4.59643 -0.08
H -16.27106 30.07588 6.27339 0.10
H -17.13234 29.35883 4.86790 0.13
H -15.06994 28.83173 3.77388 0.13
H -15.30639 28.05641 5.44614 0.14
H -13.48589 30.20792 4.92564 0.05
H -16.67978 31.77672 4.92836 0.07
C -11.62026 30.79117 5.84856 -0.24
C -10.54061 31.81123 6.16042 -0.20
O -10.11810 31.71809 7.51427 -0.09
O -12.67622 30.96400 6.78118 -0.09
H -11.28859 29.75412 6.00129 0.13
H -11.88195 30.82006 4.78478 0.11
H -10.94735 32.82446 6.04233 0.10
H -9.69481 31.66877 5.48683 0.13
H -10.96828 31.79370 7.98675 0.06
H -13.47357 30.59887 6.37756 0.01
C -14.60211 34.82710 12.13263 -0.24
C -15.44646 35.10365 13.37152 -0.24
O -14.84457 36.06497 14.20658 -0.06
O -13.63290 33.82484 12.34826 -0.09
H -14.17800 35.77551 11.78205 0.13
H -15.29167 34.55748 11.32880 0.11
H -15.51158 34.19563 13.98224 0.12
H -16.46659 35.35843 13.06079 0.12
H -14.82227 35.78508 15.12011 0.08
H -12.89957 34.21375 12.83485 0.10
C -14.97619 30.74418 8.53008 -0.21
C -15.28684 32.19838 8.21620 -0.14
O -16.63674 32.28509 7.65625 -0.12
O -16.08250 30.03758 9.09483 -0.06
H -14.13454 30.69991 9.22403 0.13
H -14.65740 30.20810 7.63088 0.09
H -14.61805 32.64420 7.47771 0.09
H -15.31411 32.89613 9.05631 0.12
H -16.69856 33.16748 7.27087 0.06
H -16.75787 30.28984 8.44462 0.06


[5]
42
Properties=species:S:1:pos:R:3:nbo_charge:R:1 method="wB97M-V/def2-TZVPD" total_charge=+2 lumo_ev=-5.632 de_lowest_kcal_mol=43.8 molar_mass_g_mol=232.274
C 2.00209 1.90626 -1.49849 -0.24
C 0.45884 2.22644 -1.50625 -0.46
C -0.38342 1.35382 -0.56108 -0.18
C -0.77207 0.17690 -0.99625 -0.02
N -1.45069 -0.87154 -0.27163 -0.76
N 2.83376 2.13001 -0.25131 -0.78
H 2.39589 0.88009 -1.78341 0.24
H 2.15050 2.77411 -2.33393 0.25
H 0.30592 3.36130 -1.23673 0.28
H 0.24090 1.94654 -2.63254 0.25
H -0.59251 1.70576 0.37736 0.22
H -0.59898 -0.14352 -1.99850 0.21
H -2.43368 -0.55557 0.06916 0.50
H -1.67060 -1.70801 -0.78100 0.47
H -1.04806 -1.03138 0.70074 0.48
H 3.82908 2.24473 -0.54372 0.44
H 2.66790 2.90157 0.48191 0.47
H 2.80790 1.13046 0.31908 0.49
H -4.88514 -0.26285 -1.60459 0.50
H -4.17332 -1.43686 -1.06771 0.47
O -4.18734 -0.40352 -0.92442 -0.96
H -0.06297 -3.42163 0.93562 0.51
H 0.14670 -2.76950 2.41850 0.51
O 0.23446 -2.60100 1.39974 -1.00
H 2.34797 -1.62600 -0.84602 0.49
H 1.40134 -1.37825 0.29593 0.51
O 1.97066 -0.90148 -0.37576 -0.98
H -2.18734 -4.52184 -1.03985 0.50
H -2.73386 -3.82455 -2.29344 0.50
O -2.22552 -3.61787 -1.47922 -0.99
H 0.39193 3.69380 1.38892 0.49
H 0.52339 5.02740 0.56457 0.50
O 0.81730 4.18456 0.72162 -0.97
H -2.93713 -2.55353 2.21499 0.50
H -4.10204 -2.37013 1.11666 0.50
O -3.19567 -2.36503 1.31415 -0.99
H 2.86471 -0.67825 1.23272 0.51
H 4.01205 0.02421 2.06134 0.50
O 3.17285 0.17842 1.71212 -0.98
H 0.48684 -0.24828 2.78647 0.51
H 1.13643 1.01543 1.82955 0.50
O 0.44097 0.42875 2.08466 -1.00


[6]
52
Properties=species:S:1:pos:R:3:nbo_charge:R:1 method="wB97M-V/def2-TZVPD" lumo_ev=0.691 de_lowest_kcal_mol=34.6 molar_mass_g_mol=393.443
C -4.58960 -0.19314 -0.89758 -0.61
C -3.82366 -1.07136 -1.87994 -0.39
C -2.37443 -1.31609 -1.46476 -0.39
C -2.25032 -2.17895 -0.20289 -0.50
C -0.80015 -2.54104 0.00890 0.71
O -0.19982 -3.22371 -0.80889 -0.67
N -0.16817 -2.10801 1.12960 -0.43
C -0.70676 -1.15959 2.08652 -0.23
C -1.11588 0.16469 1.48450 -0.04
C -2.29404 0.77712 1.88154 -0.22
C -2.69903 2.00725 1.36695 -0.25
C -1.87930 2.59467 0.43579 0.22
C -0.68630 1.98846 0.03488 0.31
C -0.28316 0.78087 0.54508 -0.29
O -0.06315 2.77785 -0.88883 -0.48
C -0.90274 3.89788 -1.07171 0.24
O -2.03309 3.77762 -0.23302 -0.48
C 1.20080 -2.56670 1.33139 -0.27
C 2.18307 -1.64793 0.65627 0.45
N 2.89786 -0.85458 1.36675 -0.52
C 3.73946 0.01337 0.71134 0.24
C 4.52835 0.88768 1.46514 -0.24
C 5.36869 1.77519 0.83251 -0.18
C 5.44320 1.81601 -0.55886 -0.23
C 4.67312 0.96270 -1.31651 -0.14
C 3.81702 0.05436 -0.69325 -0.23
C 2.99214 -0.85757 -1.48769 0.66
O 2.95789 -0.92285 -2.69631 -0.59
N 2.20192 -1.69214 -0.70382 -0.62
H -4.07347 0.75303 -0.74997 0.21
H -5.58724 0.01425 -1.27767 0.21
H -4.69170 -0.68016 0.06881 0.20
H -4.33634 -2.02955 -1.98948 0.19
H -3.82123 -0.58528 -2.85795 0.20
H -1.87817 -0.35762 -1.29539 0.20
H -1.85114 -1.82781 -2.27499 0.22
H -2.68063 -1.67099 0.65364 0.21
H -2.78706 -3.11614 -0.37202 0.23
H -1.55594 -1.60386 2.61949 0.21
H 0.08196 -0.96907 2.81968 0.23
H -2.92280 0.29362 2.61425 0.21
H -3.61673 2.47564 1.67944 0.23
H 0.64166 0.33376 0.22714 0.23
H -0.35148 4.81689 -0.81822 0.16
H -1.22771 3.94744 -2.12320 0.16
H 1.41959 -2.60707 2.39826 0.23
H 1.28142 -3.56747 0.89548 0.24
H 4.45777 0.84411 2.54049 0.22
H 5.97717 2.44836 1.41879 0.22
H 6.10659 2.51886 -1.04000 0.22
H 4.70911 0.97158 -2.39541 0.24
H 1.57245 -2.34456 -1.17426 0.46